{"formula": "C37H27N5RuS3", "method": "ωB97M-V/def2-TZVPD", "e_tot_ev": -81342.333, "gap_ev": [7.0, 6.7], "multiplicity": 2, "lumo_energy_ev": [-3.491, -3.801], "total_charge": 1, "max_force_ev_per_a": 0.76, "e_homo_ev": [-10.45, -10.45], "symbols": ["Ru", "S", "C", "C", "C", "C", "C", "C", "N", "C", "C", "C", "C", "C", "C", "C", "C", "N", "C", "C", "C", "C", "C", "S", "C", "H", "H", "H", "H", "H", "H", "H", "H", "H", "H", "H", "H", "N", "C", "C", "C", "C", "C", "C", "C", "C", "C", "C", "C", "C", "H", "H", "H", "H", "H", "H", "H", "H", "H", "H", "C", "C", "C", "C", "N", "C", "S", "N", "H", "H", "H", "H", "H"], "coordinates": [[0.244, -0.039, -0.741], [0.873, 1.074, 4.996], [0.884, 0.945, 6.693], [0.941, -0.352, 7.103], [0.980, -1.257, 6.013], [0.949, -0.631, 4.798], [1.019, -1.253, 3.467], [0.753, -0.506, 2.303], [0.800, -1.009, 1.085], [1.143, -2.315, 0.927], [1.458, -3.128, 2.013], [1.859, -4.489, 1.783], [1.934, -4.987, 0.533], [1.605, -4.172, -0.604], [1.695, -4.638, -1.928], [1.386, -3.813, -2.983], [0.957, -2.506, -2.670], [0.847, -2.050, -1.439], [1.190, -2.859, -0.404], [1.480, -4.225, -4.390], [1.179, -3.488, -5.502], [1.400, -4.196, -6.711], [1.864, -5.456, -6.493], [2.036, -5.791, -4.830], [1.371, -2.571, 3.300], [0.851, 1.834, 7.303], [0.963, -0.650, 8.141], [1.003, -2.330, 6.136], [0.507, 0.547, 2.372], [2.118, -5.099, 2.639], [2.241, -6.011, 0.361], [2.031, -5.654, -2.103], [0.689, -1.815, -3.457], [0.804, -2.474, -5.472], [1.224, -3.787, -7.695], [2.115, -6.209, -7.222], [1.618, -3.186, 4.156], [-1.664, 0.459, -0.055], [-1.830, 1.103, 1.220], [-2.670, 0.530, 2.162], [-2.890, 1.168, 3.373], [-2.259, 2.376, 3.634], [-1.379, 2.912, 2.706], [-1.144, 2.286, 1.483], [-0.126, 2.779, 0.530], [0.158, 4.140, 0.415], [1.179, 4.597, -0.407], [1.980, 3.689, -1.089], [1.699, 2.337, -0.959], [0.625, 1.864, -0.218], [-2.293, -0.331, -0.134], [-1.857, 1.145, -0.808], [-3.165, -0.410, 1.942], [-3.555, 0.726, 4.102], [-2.437, 2.891, 4.569], [-0.829, 3.813, 2.944], [-0.454, 4.856, 0.953], [1.354, 5.660, -0.507], [2.803, 4.028, -1.703], [2.316, 1.622, -1.501], [-3.485, 3.993, -1.056], [-2.632, 3.512, -2.189], [-2.475, 4.240, -3.360], [-1.649, 3.707, -4.334], [-1.024, 2.539, -4.188], [-1.247, 1.917, -3.040], [-0.511, 0.321, -2.871], [-2.013, 2.339, -2.035], [-4.130, 4.812, -1.366], [-2.843, 4.345, -0.245], [-4.092, 3.177, -0.665], [-2.987, 5.179, -3.509], [-1.482, 4.224, -5.272]]}